# 1
Below is a molecular structure, C3H12BrCuN6O3 in a non-equilibrium geometry, with properties calculated with ωB97M-V/def2-TZVPD.

Computed properties:
Energy relative to the best compared isomer or geometry (same formula, charge and spin): 263.2 kJ/mol
Charge: +1
Calculated total energy: -4889.99994 Ha
Frontier orbital gap (spin up / spin down): 0.27599 / 0.13252 Ha
Maximum force: 4.9 eV/Å
Multiplicity: 2

The geometry in XYZ format:
```
26
C3H12BrCuN6O3 (ωB97M-V/def2-TZVPD)
Cu 0.77577 0.11544 4.26602
Br -0.64818 1.06492 2.18989
C -0.15191 -0.62933 -2.50039
O -0.46228 -1.55906 -3.22620
N 0.81953 0.16097 -2.83066
N -0.61815 -0.44410 -1.31123
H 1.19716 0.86308 -2.21055
H 0.95633 0.21477 -3.82990
H -1.26507 -1.12456 -0.93896
H -0.22962 0.19276 -0.63038
C 2.36100 2.69751 -0.54853
O 2.48848 1.52858 -0.85208
N 3.18080 3.66148 -0.83392
N 1.45271 3.04633 0.34763
H 3.92232 3.42694 -1.47829
H 3.16739 4.56180 -0.37640
H 1.23972 4.00523 0.58264
H 0.86641 2.28300 0.65373
C -2.76983 -2.73005 2.00690
O -3.66936 -2.16142 2.50952
N -2.63135 -4.04159 1.87388
N -1.76615 -2.14751 1.42270
H -3.49958 -4.54545 1.98518
H -1.94509 -4.52777 1.31461
H -1.63059 -1.14906 1.49196
H -1.14046 -2.76292 0.92282
```

***

# 2
Below is 2 unconnected molecules or ions with the total composition C3H8OS2 in a non-equilibrium geometry, with properties calculated with ωB97M-V/def2-TZVPD.

Computed properties:
Energy relative to the best compared isomer or geometry (same formula, charge and spin): 94.1 kJ/mol
Charge: 0
Calculated total energy: -990.67475 Ha
Frontier orbital gap: 0.35332 Ha
Maximum force: 1.0 eV/Å
SMILES: C=CO.CSS

The geometry in XYZ format:
```
14
C3H8OS2 (ωB97M-V/def2-TZVPD)
C 1.18365 -2.69767 -0.23654
S -0.23181 -2.93088 0.83195
S 0.13788 -1.57683 2.31498
H 2.10222 -2.90709 0.27986
H 1.12187 -3.49800 -0.98662
H 1.27115 -1.74576 -0.75527
H -0.64929 -0.51501 2.07008
C -0.71611 2.86843 -1.17085
C -0.28379 2.18815 -0.11650
O -0.94902 1.15640 0.48148
H -0.25644 3.78395 -1.48455
H -1.53048 2.43473 -1.74589
H 0.62148 2.39628 0.43306
H -1.82130 1.04329 0.08481
```

***

# 3
Below is a molecular structure, C38H35F3N2O4RuS4SbSi in a non-equilibrium geometry, with properties calculated with ωB97M-V/def2-TZVPD.

Computed properties:
Charge: -1
Calculated total energy: -4396.70580 Ha
Frontier orbital gap (spin up / spin down): 0.22440 / 0.22405 Ha
Maximum force: 1.1 eV/Å

The geometry in XYZ format:
```
89
C38H35F3N2O4RuS4SbSi (ωB97M-V/def2-TZVPD)
Ru 1.63120 0.39006 -0.41357
S 1.28111 0.06920 1.82592
C 2.82725 -0.44288 2.40185
C 3.04712 -0.67921 3.76812
C 4.28489 -1.08311 4.21286
C 5.33993 -1.27254 3.31257
C 5.13531 -1.06191 1.96629
C 3.87741 -0.65471 1.50631
S 3.58674 -0.47644 -0.20180
H 2.22616 -0.54488 4.46198
H 4.44321 -1.25876 5.26974
H 6.30986 -1.59035 3.67261
H 5.93572 -1.21267 1.25164
O -0.39180 0.28322 -2.62854
S 0.83775 -0.52064 -2.77015
O 0.86526 -1.33140 -3.95452
O 2.02381 0.38920 -2.59371
O 0.93575 -1.37544 -1.48502
C 1.07223 5.05670 0.47293
Si 1.17022 3.27749 1.06414
C 2.55044 3.19758 2.34582
C -0.51747 2.87380 1.77424
N 1.67568 2.27383 -0.30976
C 2.35003 2.95914 -1.36051
C 3.72262 3.16667 -1.30099
C 4.36231 3.88224 -2.30331
C 3.63964 4.38598 -3.37482
C 2.27126 4.16209 -3.44320
C 1.62777 3.45126 -2.44326
H 0.91279 5.68532 1.35583
H 0.23203 5.22076 -0.20598
H 1.98557 5.39267 -0.02244
H 3.10996 4.13718 2.35472
H 3.24758 2.38861 2.12340
H 2.15566 3.02554 3.34974
H -0.45627 2.80193 2.86311
H -0.91699 1.92993 1.40661
H -1.23986 3.65240 1.51807
H 4.28444 2.74670 -0.47310
H 5.43245 4.04029 -2.24783
H 4.14259 4.93390 -4.16148
H 1.70279 4.52733 -4.28947
H 0.56595 3.24773 -2.50415
F -5.16361 -1.73159 4.97494
C -4.40813 -1.46409 3.88133
C -4.85436 -1.88860 2.64727
C -4.07340 -1.61004 1.53076
C -2.86935 -0.91786 1.64672
C -2.45082 -0.52072 2.91679
C -3.21835 -0.78617 4.04418
Sb -1.60524 -0.41676 -0.02779
C -2.83286 1.23282 -0.69459
C -2.20296 2.35996 -1.21659
C -2.93183 3.47509 -1.61162
C -4.30383 3.44077 -1.47790
F -5.02673 4.52346 -1.85935
C -4.96959 2.34636 -0.96802
C -4.21978 1.24370 -0.57282
C -2.40469 -1.87716 -1.37594
C -2.52661 -3.21003 -0.99023
C -3.02072 -4.16594 -1.87108
C -3.38855 -3.76140 -3.13647
F -3.87399 -4.68744 -4.00156
C -3.28027 -2.45258 -3.55520
C -2.78275 -1.50942 -2.66513
H -5.78893 -2.42858 2.56916
H -4.41086 -1.95251 0.55931
H -1.50187 -0.00939 3.03761
H -2.90017 -0.48666 5.03410
H -1.12749 2.36102 -1.33793
H -2.45210 4.35459 -2.02227
H -6.04796 2.36564 -0.87924
H -4.73609 0.38519 -0.15995
H -2.22485 -3.51613 0.00518
H -3.11996 -5.20492 -1.58453
H -3.56714 -2.18338 -4.56301
H -2.66160 -0.48560 -2.99223
S -0.27418 -3.45507 1.73404
C 0.51216 -4.38251 0.58140
N 0.74864 -3.86312 -0.65926
C 1.36392 -4.51650 -1.66840
C 1.80144 -5.79290 -1.50247
C 1.59067 -6.39613 -0.24167
C 0.97000 -5.71975 0.76693
H 0.46901 -2.89653 -0.85348
H 1.46810 -3.94588 -2.58173
H 2.28780 -6.31558 -2.31139
H 1.92714 -7.41217 -0.07295
H 0.80256 -6.16927 1.73416
```

***

Q: Look up the maximum force of the third one.
A: 1.1 eV/Å

***

Q: What is the formula in the first record?
A: C3H12BrCuN6O3